No. 1
ORCA calculation (ωB97M-V with the def2-TZVPD basis set) on a cluster of 19 separate species, C25H85BF3NO24S2 in total in a non-equilibrium geometry.

XYZ file:
```
141
Properties=species:S:1:pos:R:3:forces:R:3:mulliken_charge:R:1
C -0.9189 -4.0879 -3.8362 1.257 -0.130 -0.481 -0.80
C -0.3839 -4.3245 -2.2691 -1.998 -0.573 -0.013 -0.06
S 1.3064 -5.1173 -2.4141 0.426 0.614 0.175 -0.27
C 2.3304 -4.9156 -0.8605 -1.380 0.136 1.062 -0.27
C 2.4235 -3.3722 -0.2879 0.030 0.508 0.545 -0.22
O 3.1895 -3.5968 0.9832 3.211 0.757 -1.254 -0.37
S 4.8641 -3.5367 0.5467 5.617 -2.419 -0.931 1.14
O 5.5780 -4.9132 0.2526 -3.634 4.721 1.473 -0.58
O 5.8119 -2.6424 1.3895 -4.677 -2.612 -2.669 -0.55
O 4.6886 -2.9467 -1.0801 -1.606 -0.271 3.003 -0.29
C 3.3526 -2.2674 -1.0637 0.480 -0.198 -0.069 0.95
C 3.7150 -0.8358 -0.3525 -0.077 1.572 -1.685 -0.34
O 3.0125 -0.5649 0.9100 2.185 3.339 0.916 -0.28
C 3.3942 0.7255 1.5034 -1.202 -0.651 2.047 0.84
F 2.6205 1.8362 0.8740 3.144 -3.412 1.883 -0.24
F 4.8518 0.9786 1.5774 -5.167 -0.557 -0.728 -0.23
F 2.9161 0.6724 2.9357 1.699 0.312 -5.074 -0.24
B 2.9195 -1.7732 -2.5949 0.725 0.298 -2.175 0.04
N 1.4647 -1.7806 -3.0841 2.256 0.131 -0.522 -0.16
O 4.0251 -1.2742 -3.4634 -3.897 0.075 1.361 -0.54
H -1.7899 -4.8245 -4.1314 1.660 1.749 0.896 0.24
H -0.0137 -4.3642 -4.5627 -1.891 0.594 1.476 0.33
H -1.1595 -2.9540 -4.0623 0.282 -2.429 0.656 0.06
H -0.4210 -3.3447 -1.6244 0.225 -1.977 -1.427 0.17
H -1.1107 -5.1648 -1.8355 1.629 2.144 -0.682 0.29
H 3.3657 -5.4302 -1.0447 -1.902 1.370 0.188 -0.07
H 1.7933 -5.5468 -0.0076 1.278 1.550 -1.594 0.41
H 1.4171 -2.8593 0.0990 2.136 -1.445 -1.109 0.37
H 3.3906 0.0335 -1.1039 0.639 -1.777 1.502 -0.12
H 4.8883 -0.7706 -0.2902 -2.437 -0.230 0.263 0.43
H 1.4726 -2.4934 -3.8721 -0.238 0.917 1.264 0.10
H 1.2474 -0.8620 -3.5495 0.127 -0.908 0.450 0.10
H 3.5423 -0.7451 -4.1916 1.379 -1.288 1.179 0.32
C -1.6948 -0.1240 -2.7781 -0.614 -0.172 -0.041 -0.42
O -0.8257 0.0486 -3.8823 -0.779 -0.519 -0.640 -0.47
H -1.1512 0.1062 -1.8588 0.049 -0.048 -0.131 0.15
H -2.5468 0.5534 -2.8744 0.045 -0.141 0.277 0.34
H -2.0410 -1.1599 -2.7443 -0.047 -0.030 0.290 0.20
H -1.3353 -0.1626 -4.6829 0.367 0.268 0.369 0.22
C 5.9754 -7.8394 -2.1217 0.012 0.042 0.115 -0.53
O 6.7577 -6.7095 -2.4619 -0.034 0.638 0.257 -0.50
H 6.2016 -8.6507 -2.8176 0.024 0.214 0.066 0.29
H 6.2158 -8.1573 -1.1042 -0.156 -0.175 -0.021 0.25
H 4.9152 -7.5849 -2.1945 -0.092 -0.222 0.041 0.14
H 6.5356 -6.0067 -1.8278 0.065 -0.270 -0.218 0.28
C -4.5467 -5.9709 -2.8029 -0.085 -0.152 0.144 -0.60
O -3.4910 -5.3398 -2.1018 0.248 -0.023 0.526 -0.44
H -4.6198 -5.5355 -3.8022 0.087 -0.007 0.191 0.22
H -4.3404 -7.0407 -2.8882 -0.218 -0.038 -0.159 0.28
H -5.4865 -5.8115 -2.2687 -0.142 -0.113 -0.205 0.28
H -3.4503 -5.7465 -1.2197 0.012 0.296 -0.472 0.27
C 8.6011 -4.2365 3.5521 -0.152 -0.022 -0.118 -0.57
O 7.4781 -3.4505 3.9063 -0.533 0.085 -0.035 -0.47
H 9.3868 -4.0895 4.2970 -0.182 0.034 -0.072 0.23
H 8.3164 -5.2913 3.5294 0.256 -0.087 -0.059 0.26
H 8.9694 -3.9262 2.5712 0.189 -0.164 -0.004 0.23
H 6.7982 -3.6015 3.2279 0.342 0.244 0.260 0.30
C -2.5103 3.4013 -1.9782 -0.229 0.010 0.077 -0.48
O -3.4937 2.5132 -2.4767 -0.455 -0.112 0.092 -0.56
H -1.6074 3.3092 -2.5864 -0.154 -0.063 -0.008 0.31
H -2.8821 4.4273 -2.0350 0.213 0.025 0.090 0.15
H -2.2770 3.1436 -0.9422 0.182 0.200 0.051 0.25
H -4.2825 2.6173 -1.9178 0.324 0.129 -0.316 0.28
C -5.6950 5.9456 -1.1188 -0.158 0.019 0.063 -0.64
O -5.3731 4.6075 -0.7867 -0.167 -0.583 0.238 -0.35
H -4.8738 6.3754 -1.6974 -0.101 -0.132 0.100 0.22
H -6.6086 5.9637 -1.7180 0.028 0.254 -0.053 0.31
H -5.8352 6.5255 -0.2033 -0.004 0.216 -0.119 0.26
H -6.1193 4.2528 -0.2742 0.451 0.055 -0.089 0.23
C 2.2035 2.1352 -3.4421 -0.035 0.019 -0.071 -0.57
O 1.2201 1.2472 -3.9406 0.507 0.403 0.387 -0.44
H 3.1064 2.0431 -4.0503 -0.124 0.011 0.061 0.23
H 1.8317 3.1612 -3.4989 0.254 0.106 0.109 0.37
H 2.4368 1.8776 -2.4062 0.214 0.222 0.114 0.12
H 0.4313 1.3512 -3.3818 0.278 -0.276 -0.723 0.18
C -5.5802 4.2515 2.8808 -0.134 0.018 0.196 -0.57
O -6.5636 3.3634 2.3823 -0.402 -0.272 -0.170 -0.47
H -4.6772 4.1594 2.2726 -0.175 -0.054 0.008 0.16
H -5.9520 5.2775 2.8240 0.190 0.130 0.098 0.25
H -5.3469 3.9939 3.9167 0.176 0.197 0.023 0.37
H -7.3524 3.4675 2.9411 0.350 0.013 -0.260 0.24
C 5.0701 -1.4350 -7.4653 0.079 -0.110 0.084 -0.64
O 5.0402 -0.9736 -6.1272 -0.026 -0.133 0.410 -0.38
H 4.6708 -0.6557 -8.1188 0.051 -0.073 0.171 0.23
H 6.1010 -1.6555 -7.7528 -0.078 -0.061 -0.232 0.25
H 4.4550 -2.3336 -7.5557 0.038 -0.032 -0.274 0.27
H 5.4001 -1.6855 -5.5713 -0.063 0.461 -0.078 0.27
C -8.3069 0.6652 4.1008 0.079 -0.136 0.149 -0.58
O -8.3918 1.7913 4.9546 0.010 0.261 0.492 -0.45
H -8.4698 0.9879 3.0698 0.044 0.029 0.188 0.26
H -7.3148 0.2153 4.1870 -0.071 -0.160 -0.202 0.29
H -9.0739 -0.0621 4.3781 0.055 -0.151 -0.190 0.23
H -8.2432 1.4742 5.8616 -0.054 0.202 -0.452 0.26
C -7.6466 4.4620 7.4483 -0.062 -0.012 -0.227 -0.46
O -6.7775 4.6347 6.3441 0.028 0.000 -0.483 -0.46
H -7.1030 4.6923 8.3677 -0.008 -0.026 -0.204 0.23
H -8.4986 5.1394 7.3520 -0.118 -0.088 0.239 0.25
H -7.9929 3.4262 7.4821 -0.157 0.027 0.240 0.14
H -7.2871 4.4235 5.5435 0.261 0.058 0.376 0.29
C -9.1861 -2.1979 6.7016 0.102 -0.182 0.063 -0.53
O -8.2510 -1.4015 7.4057 0.468 0.014 0.257 -0.50
H -9.9418 -1.5473 6.2551 0.157 -0.039 0.125 0.18
H -8.6727 -2.7519 5.9119 -0.231 -0.104 -0.110 0.26
H -9.6690 -2.8920 7.3937 -0.176 -0.083 -0.196 0.30
H -7.5935 -2.0056 7.7906 -0.331 0.460 -0.181 0.30
C 4.7671 -0.3595 5.5927 0.183 -0.127 -0.078 -0.46
O 4.3853 -1.7191 5.4922 0.175 -0.466 -0.092 -0.51
H 3.8876 0.2390 5.8418 0.084 -0.175 -0.053 0.22
H 5.5162 -0.2476 6.3804 0.022 0.264 -0.013 0.29
H 5.1751 -0.0230 4.6365 0.028 0.259 0.088 0.15
H 5.1855 -2.2250 5.2706 -0.411 0.196 0.103 0.29
C 10.0480 -5.1044 -3.4685 -0.332 -0.131 -0.059 -0.29
O 9.0645 -5.9925 -3.9670 -0.082 0.135 0.037 -0.47
H 10.9509 -5.1965 -4.0767 -0.136 -0.033 0.057 0.26
H 9.6762 -4.0784 -3.5253 0.207 0.149 0.095 -0.01
H 10.2813 -5.3621 -2.4325 0.219 0.179 0.083 0.24
H 8.2758 -5.8885 -3.4081 0.227 -0.416 -0.367 0.35
C 8.3099 -1.3189 -2.9912 -0.172 0.036 0.099 -0.73
O 7.3265 -2.2070 -3.4897 -0.503 -0.202 0.060 -0.43
H 9.2128 -1.4111 -3.5994 -0.189 -0.045 0.049 0.26
H 7.9381 -0.2929 -3.0479 0.224 0.120 0.073 0.32
H 8.5432 -1.5766 -1.9552 0.204 0.171 0.038 0.27
H 6.5377 -2.1030 -2.9308 0.287 -0.111 -0.371 0.28
C -9.4066 6.4099 2.5959 -0.095 0.032 -0.140 -0.64
O -9.0403 5.0845 2.9326 -0.045 -0.636 -0.107 -0.39
H -8.9375 7.0986 3.3025 -0.041 -0.203 -0.078 0.23
H -9.0620 6.6384 1.5844 -0.072 0.251 0.013 0.25
H -10.4927 6.5148 2.6549 0.026 0.247 -0.043 0.29
H -9.4709 4.4966 2.2890 0.250 0.268 0.423 0.26
C -2.1316 6.0255 0.2329 0.019 -0.211 0.124 -0.31
O -2.2165 7.1516 1.0867 0.171 0.289 0.698 -0.56
H -2.2945 6.3482 -0.7981 0.039 0.068 0.235 0.21
H -1.1395 5.5756 0.3191 -0.025 -0.176 -0.218 0.37
H -2.8986 5.2982 0.5102 0.033 -0.132 -0.235 0.01
H -2.0679 6.8345 1.9937 -0.189 0.209 -0.464 0.30
C -0.1395 10.4467 1.0367 -0.072 -0.240 0.069 -0.51
O 0.1629 9.1794 0.4827 0.086 -0.381 0.138 -0.47
H 0.2847 11.2243 0.3971 -0.032 -0.186 0.055 0.21
H -1.2237 10.5729 1.0898 -0.007 0.241 0.091 0.24
H 0.2963 10.5219 2.0359 -0.065 0.284 0.053 0.24
H -0.2259 8.5101 1.0711 0.011 0.267 -0.516 0.29
```
Forces are in eV/Å.

E_LUMO: -0.48 eV
Largest force on an atom: 0.120 hartree/bohr
Molar mass: 915.88 g/mol


No. 2
ORCA calculation (ωB97M-V with the def2-TZVPD basis set) on an isolated molecule of C5H10N2O2S in a non-equilibrium geometry.

XYZ file:
```
20
Properties=species:S:1:pos:R:3:forces:R:3:nbo_charge:R:1
C 1.7782 0.0470 1.1131 -1.461 -2.332 3.600 -0.69
C 0.2759 -0.3438 1.0093 0.951 0.306 -2.768 -0.36
S 0.0667 -2.0714 0.6024 0.553 -0.939 -1.102 0.20
C 0.2672 -1.6600 -1.2008 1.761 -1.658 -0.016 -0.32
N -0.2420 -0.3786 -1.3850 -1.156 1.280 -2.004 -0.66
C -0.4465 0.3288 -0.2343 -0.649 2.256 2.978 0.24
C -0.3047 1.8674 -0.2977 4.246 -0.302 3.420 -0.62
N -1.9413 0.1863 0.1903 -0.545 0.924 1.340 0.50
O -2.3794 0.9587 1.0486 0.324 -0.826 -0.769 -0.41
O -2.5600 -0.7063 -0.3069 -0.924 -0.535 -0.578 -0.36
H 2.3532 -0.1180 0.2483 0.602 1.537 -1.526 0.25
H 2.1788 -0.8702 1.5701 -0.139 -0.178 0.413 0.24
H 1.9477 0.6763 2.0151 0.365 0.832 -1.654 0.25
H -0.3312 -0.2082 1.8675 -0.078 0.696 0.979 0.25
H -0.2724 -2.3652 -1.7967 -0.494 -0.672 -0.116 0.22
H 1.2920 -1.6500 -1.6508 -0.238 -0.565 1.133 0.19
H -1.0601 -0.4045 -2.0140 0.648 0.392 0.689 0.41
H -1.0091 2.1987 -0.9542 -1.747 1.469 -1.787 0.21
H 0.7712 2.1496 -0.5861 -1.665 -0.577 -0.120 0.23
H -0.3841 2.3634 0.7618 -0.356 -1.107 -2.111 0.24
```
Forces are in eV/Å.

E_LUMO: 0.55 eV
SMILES string: C[C@@H]1SCN[C@@]1(C)[N+](=O)[O-]
Energy relative to the best compared isomer or geometry (same formula, charge and spin): 313.5 kJ/mol
Largest force on an atom: 0.106 hartree/bohr
Molar mass: 162.21 g/mol